DFT (ωB97M-V with the def2-TZVPD basis set) results for C8H17ClI2O2PSc as an isolated structure.

XYZ file:
```
32
Properties=species:S:1:pos:R:3
I -2.8503 -0.7694 -0.1030
I -3.0505 1.6505 -0.8866
Sc 1.6552 0.4664 0.3196
P 0.5946 0.0045 -2.3619
C -0.9247 -0.0734 -3.4237
C 1.3308 1.1997 -3.6226
H 2.2568 -1.7195 -2.8697
H 1.3594 -1.3138 -4.3762
H 0.5589 -2.3029 -3.0952
C 1.2675 -1.4875 -3.2806
H 2.3908 1.4351 -3.3569
H 1.2840 0.7534 -4.6622
H -0.6002 -0.0632 -4.4723
H -1.5744 0.7952 -3.2421
H 0.7372 2.1400 -3.6124
H -1.4896 -0.9845 -3.1871
C -5.0329 1.0005 1.2602
O -5.6819 0.1656 1.7449
Cl 3.8019 0.3593 -0.2017
C -0.3760 0.9149 4.1676
C 1.0290 0.3510 4.5195
C 1.7944 -0.0357 3.2464
O 1.0748 0.6863 2.1833
C -0.3995 0.8333 2.6339
H -1.1627 0.2268 4.6175
H -0.5303 1.9474 4.5327
H 1.0459 -0.5171 5.1517
H 1.6319 1.1322 5.0407
H 2.8758 0.2616 3.2552
H 1.6450 -1.0956 2.9602
H -0.9802 -0.0159 2.2409
H -0.7625 1.6535 2.0470
```

Calculated values
* charge: +2
* LUMO level: -9.12 eV
* molar mass: 510.4 Da
* largest force on an atom: 5.36 eV/A
* gap between HOMO and LUMO: 5.922 eV
* DFT total energy: -2622.5781 Ha